# 1
C29H30AsHgN3OS2 as an isolated structure. Source: the Open Molecules 2025 dataset; level of theory: ωB97M-V/def2-TZVPD.

Geometry as XYZ:
```
67
C29H30AsHgN3OS2 (ωB97M-V/def2-TZVPD)
Hg -0.6239 0.2087 2.0071
As 1.5983 -0.4310 0.3609
S -2.3341 6.0027 -2.4127
S -1.8673 -0.3307 6.6495
O -1.2537 -1.2552 0.5587
N -1.1335 2.3114 1.3909
N -0.7309 -0.2027 4.1060
N -4.2804 5.7068 -0.6360
C -1.2163 -0.2490 5.1694
C 1.1327 1.3421 -3.4345
C 2.0156 -4.5885 -0.3458
C 5.8446 -0.7948 0.1618
C -0.5085 2.8847 0.3217
C -0.1076 -0.7112 -3.4918
C 1.1879 -2.9245 1.7154
C 6.2567 0.5288 0.0821
C 1.5434 1.0540 -2.1410
C -3.0230 3.7127 0.9122
C -3.0048 5.3085 -1.0200
C 0.2909 -0.9919 -2.1914
C 0.3094 0.4567 -4.1153
C 1.1365 -0.1188 -1.5113
C 5.3104 1.5427 0.1374
C 3.5358 -0.0995 0.2784
C 1.5995 -5.1355 0.8623
C 4.4936 -1.1077 0.2673
C -1.0600 3.8436 -0.4681
C -2.6062 -1.5331 0.3339
C 1.5934 -2.3695 0.5056
C -3.2035 -0.5016 -0.6257
C 3.9641 1.2276 0.2460
C 2.0159 -3.2110 -0.5215
C -3.3927 -1.5196 1.6500
C -2.6941 -2.9285 -0.2783
C -2.3881 2.7568 1.6515
C 1.1903 -4.3016 1.8943
C -2.3822 4.3167 -0.2182
H 4.1995 -2.1450 0.3481
H -2.5656 -0.4064 -1.5095
H 7.3095 0.7690 -0.0036
H -2.1331 -2.9670 -1.2182
H 1.4443 2.2674 -3.9039
H 2.3428 -5.2349 -1.1520
H 0.8609 -4.7223 2.8369
H -2.8579 -2.1067 2.4023
H -0.0279 0.6897 -5.1183
H -4.4761 5.7150 0.3529
H -0.5019 4.2571 -1.2966
H -4.0348 3.9784 1.1928
H -3.4975 -0.4950 2.0235
H 6.5755 -1.5937 0.1395
H -4.3980 -1.9374 1.5288
H -4.5770 6.5375 -1.1184
H 2.3480 -2.7903 -1.4602
H 1.5918 -6.2113 0.9973
H 0.8482 -2.2832 2.5188
H 2.1804 1.7601 -1.6269
H -2.8761 2.3103 2.5104
H -4.2130 -0.7825 -0.9446
H -3.7325 -3.2040 -0.4841
H 3.2419 2.0312 0.3286
H -0.7668 -1.3983 -4.0081
H -0.0927 -1.8650 -1.6820
H -2.2578 -3.6605 0.4085
H 5.6204 2.5800 0.1029
H -3.2556 0.4810 -0.1436
H 0.4924 2.5286 0.1281
```

E_tot: -4548.2031 Eh
spin multiplicity: 2
largest force on an atom: 0.4 eV/Å
orbital gap (alpha / beta): 5.36 / 7.40 eV
HOMO (alpha / beta): -0.1098 / -0.1848 hartree
energy relative to the best compared isomer or geometry (same formula, charge and spin): 0.000 eV
charge: -1

Taken from the Mulliken analysis, the atomic charges in e are:
1 Hg 1.865
2 As 0.288
3 S -0.507
4 S -0.461
5 O -0.457
6 N -0.521
7 N -0.692
8 N -0.454
9 C 0.183
10 C -0.789
11 C -0.751
12 C -0.655
13 C -0.204
14 C -0.774
15 C -1.079
16 C -0.481
17 C -0.182
18 C -0.760
19 C 0.233
20 C 0.082
21 C -0.551
22 C 0.766
23 C -0.752
24 C 0.607
25 C -0.521
26 C -0.502
27 C -0.588
28 C 1.570
29 C 0.396
30 C -1.205
31 C -0.399
32 C 0.158
33 C -1.742
34 C -1.726
35 C -0.782
36 C -0.582
37 C 0.737
38 H 0.322
39 H 0.152
40 H 0.366
41 H 0.311
42 H 0.416
43 H 0.406
44 H 0.402
45 H 0.331
46 H 0.372
47 H 0.184
48 H 0.379
49 H 0.244
50 H 0.265
51 H 0.388
52 H 0.435
53 H 0.224
54 H 0.516
55 H 0.375
56 H 0.341
57 H 0.211
58 H 0.400
59 H 0.422
60 H 0.441
61 H 0.369
62 H 0.398
63 H 0.147
64 H 0.350
65 H 0.405
66 H 0.184
67 H 0.474

---

# 2
C29H30AuGeN5OP as an isolated structure. Source: the Open Molecules 2025 dataset; level of theory: ωB97M-V/def2-TZVPD.

Geometry as XYZ:
```
68
C29H30AuGeN5OP (ωB97M-V/def2-TZVPD)
Au 0.1598 -0.9689 -0.2705
Ge 0.5610 -3.0416 -2.8466
P 0.3669 1.3360 0.2818
O 2.8763 -1.9343 -0.1137
N -2.2452 -2.3264 4.5209
N -0.7450 -1.6838 2.2734
N -4.0038 -1.4986 0.7425
N -4.1276 -1.1199 -0.5407
N -2.0126 -1.0669 -0.1667
C 2.1013 1.5665 -0.1274
C -2.0735 -1.7613 2.2290
C -2.7087 -1.4525 0.9458
C -0.7407 2.3721 -1.9958
C 4.0638 2.8975 -0.4811
C 2.2506 -2.1927 -3.3552
C 0.1467 1.6228 2.0501
C -0.2909 1.7690 4.7903
C -0.5599 2.5819 -0.6272
C 0.5205 -4.8985 -3.4503
C -0.1677 -1.9326 3.4383
C -1.7741 4.6502 -0.7853
C 1.0009 1.8143 4.2895
C 1.2242 1.7438 2.9196
C -1.3721 1.6581 3.9225
C -2.9405 -0.8607 -1.0813
C -1.9472 4.4429 -2.1448
C -2.8255 -2.0883 3.3519
C -1.1533 1.5788 2.5593
C 2.7108 2.8163 -0.1962
C 4.2102 0.4943 -0.6081
C 0.2344 -2.9503 -0.9079
C 2.2031 -0.9592 -0.2610
C 2.8452 0.4067 -0.3435
C -1.4276 3.3058 -2.7526
C -1.0804 3.7215 -0.0214
C -0.9113 -2.0336 -3.6871
C 4.8086 1.7398 -0.6829
C -0.9225 -2.2500 4.5628
H -0.9417 3.8863 1.0392
H 4.7776 -0.4130 -0.7620
H -0.8441 -2.0617 -4.7750
H -1.9990 1.4842 1.8852
H -0.4599 1.8225 5.8576
H -0.4308 -5.3675 -3.1982
H -0.7418 -3.3986 -0.7025
H -0.3294 1.4866 -2.4702
H 1.3151 -5.4685 -2.9691
H 2.2372 1.7770 2.5390
H -5.0388 -1.0697 -0.9689
H -2.4880 5.1695 -2.7362
H 2.1307 3.7169 -0.0347
H 0.6588 -4.9666 -4.5292
H -2.3810 1.6298 4.3127
H 0.9936 -3.4630 -0.3225
H 0.9125 -1.8715 3.4841
H -2.7835 -0.5468 -2.0985
H -1.5575 3.1494 -3.8151
H -3.9051 -2.1523 3.3044
H -0.8784 -0.9837 -3.3831
H 5.8647 1.8138 -0.9056
H 4.5418 3.8658 -0.5467
H 3.0892 -2.6521 -2.8337
H -1.8769 -2.4584 -3.4038
H -2.1757 5.5384 -0.3164
H 1.8417 1.9102 4.9633
H 2.2500 -1.1242 -3.1307
H -0.4430 -2.4420 5.5148
H 2.4074 -2.3091 -4.4285
```

E_tot: -4025.8818 Eh
largest force on an atom: 0.3 eV/Å
orbital gap: 8.44 eV
HOMO: -0.4090 hartree
energy relative to the best compared isomer or geometry (same formula, charge and spin): 0.000 eV
charge: +1

Taken from the Mulliken analysis, the atomic charges in e are:
1 Au 1.887
2 Ge 0.639
3 P 0.924
4 O -0.516
5 N -0.587
6 N 0.264
7 N -0.711
8 N 0.095
9 N 0.426
10 C 0.285
11 C 0.110
12 C 0.315
13 C -0.590
14 C -0.727
15 C -1.141
16 C 0.535
17 C -0.691
18 C 0.505
19 C -1.176
20 C -0.465
21 C -0.696
22 C -0.714
23 C -0.647
24 C -0.858
25 C -0.631
26 C -0.559
27 C -0.575
28 C -0.563
29 C -0.405
30 C -0.881
31 C -1.546
32 C 0.297
33 C -0.430
34 C -0.700
35 C -0.103
36 C -1.045
37 C -0.587
38 C -0.404
39 H 0.447
40 H 0.545
41 H 0.477
42 H 0.543
43 H 0.430
44 H 0.346
45 H 0.508
46 H 0.383
47 H 0.372
48 H 0.400
49 H 0.205
50 H 0.410
51 H 0.514
52 H 0.364
53 H 0.467
54 H 0.593
55 H 0.497
56 H 0.570
57 H 0.451
58 H 0.487
59 H 0.080
60 H 0.434
61 H 0.453
62 H 0.322
63 H 0.328
64 H 0.448
65 H 0.444
66 H 0.276
67 H 0.422
68 H 0.445

---

# 3
C29H30Cl2IrN7PS2 as an isolated structure in a non-equilibrium geometry. Source: the Open Molecules 2025 dataset; level of theory: ωB97M-V/def2-TZVPD.

Geometry as XYZ:
```
72
C29H30Cl2IrN7PS2 (ωB97M-V/def2-TZVPD)
Ir 0.1866 0.6140 1.0744
Cl 1.6992 2.9349 0.4687
Cl 2.9031 1.1545 -1.5288
S 0.2201 1.8674 3.3426
S -1.8506 2.8256 1.6561
P -0.9988 0.6603 -1.0500
N 1.6573 5.0041 4.7055
N 1.5782 -0.9616 1.4942
N -1.8482 -0.4781 1.5829
N 2.5022 -3.1207 1.2919
N -1.4791 6.5108 1.9375
N -2.5071 0.0139 -0.5889
N 0.3432 -2.6745 0.5950
C 2.7487 -0.5529 2.2740
C -0.6949 4.1670 -3.0629
C 2.2906 -4.5407 1.0063
C -0.5934 -0.3647 -2.4915
C -2.8066 4.2313 -1.9071
C 1.4981 -2.2499 1.1356
C 3.8039 -2.7349 1.8382
C -0.0673 -1.9827 -4.6855
C -0.6109 3.2393 2.7344
C -1.8578 4.8415 -2.7146
C -1.4061 2.2772 -1.7546
C 3.0673 2.6708 -0.6470
C 0.0742 -4.0161 0.0896
C 1.3928 -4.7025 -0.2093
C 0.7112 -2.0924 -3.5422
C -0.9721 5.6427 2.5010
C -0.3097 4.5534 3.1180
C 0.7550 4.8179 4.0128
C -2.8336 -0.4070 0.6829
C -4.1439 -0.7713 1.0105
C -1.1135 -1.0701 -4.7301
C 4.0026 -1.2354 1.7548
C 0.4456 -1.2896 -2.4427
C -1.3752 -0.2548 -3.6417
C -4.4125 -1.2190 2.2846
C -0.4629 2.8884 -2.5804
C -2.5844 2.9483 -1.4258
C -2.1202 -0.9110 2.8260
C -3.3780 -1.2979 3.2174
H -4.9245 -0.6906 0.2651
H 3.9767 2.6366 -0.0595
H 3.8718 -3.0741 2.8757
H -3.7228 4.7517 -1.6619
H 2.5950 -0.8054 3.3302
H -2.1749 0.4756 -3.6990
H -1.2798 -0.9394 3.5084
H -3.5548 -1.6465 4.2244
H 3.0862 3.4941 -1.3511
H 4.5750 -3.2487 1.2643
H -1.7224 -0.9894 -5.6208
H 4.8688 -0.9477 2.3492
H 4.1797 -0.9333 0.7201
H 0.4416 2.3539 -2.8480
H 0.0257 4.6354 -3.7202
H -3.2479 -0.0102 -1.2746
H 1.5316 -2.7980 -3.5105
H -0.5402 -3.9323 -0.8071
H 0.1473 -2.6029 -5.5453
H -5.4191 -1.5073 2.5556
H 1.8400 -5.0323 1.8740
H 2.8534 0.5308 2.2126
H 3.2630 -4.9965 0.8327
H 1.8679 -4.2460 -1.0804
H -0.4872 -4.5878 0.8329
H -0.3999 -1.9969 0.5661
H -2.0307 5.8440 -3.0827
H -3.3424 2.4669 -0.8199
H 1.0385 -1.3815 -1.5406
H 1.2313 -5.7575 -0.4217
```

E_tot: -3668.2315 Eh
spin multiplicity: 6
largest force on an atom: 1.4 eV/Å
orbital gap (alpha / beta): 7.05 / 5.27 eV
HOMO (alpha / beta): -0.4885 / -0.5235 hartree
energy relative to the best compared isomer or geometry (same formula, charge and spin): 0.000 eV
charge: +2

Taken from the Mulliken analysis, the atomic charges in e are:
1 Ir 1.914
2 Cl 0.083
3 Cl -0.063
4 S -0.183
5 S 0.058
6 P 0.392
7 N -0.282
8 N -0.754
9 N -0.065
10 N 0.119
11 N -0.287
12 N 0.142
13 N 0.067
14 C -0.630
15 C -0.693
16 C -0.748
17 C 0.449
18 C -0.739
19 C 0.916
20 C -0.687
21 C -0.710
22 C 0.369
23 C -0.637
24 C 0.688
25 C -0.685
26 C -0.751
27 C -0.529
28 C -1.067
29 C -0.155
30 C 0.869
31 C -0.173
32 C 0.410
33 C -1.042
34 C -0.750
35 C -0.712
36 C 0.145
37 C -0.860
38 C -0.464
39 C -0.481
40 C -0.820
41 C -0.385
42 C -0.982
43 H 0.519
44 H 0.422
45 H 0.326
46 H 0.480
47 H 0.261
48 H 0.410
49 H 0.448
50 H 0.474
51 H 0.435
52 H 0.451
53 H 0.449
54 H 0.413
55 H 0.224
56 H 0.542
57 H 0.478
58 H 0.361
59 H 0.470
60 H 0.398
61 H 0.424
62 H 0.460
63 H 0.250
64 H 0.355
65 H 0.447
66 H 0.156
67 H 0.445
68 H -0.291
69 H 0.437
70 H 0.505
71 H 0.546
72 H 0.420

---

# 4
C29H30F5IrO5S as an isolated structure in a non-equilibrium geometry. Source: the Open Molecules 2025 dataset; level of theory: ωB97M-V/def2-TZVPD.

Geometry as XYZ:
```
71
C29H30F5IrO5S (ωB97M-V/def2-TZVPD)
Ir -2.7520 -0.9320 1.8146
S -1.7075 -1.9709 3.7440
F -4.8720 -2.1052 3.9774
F -0.7291 -3.0595 6.1852
F -2.1146 -3.8447 8.4134
F -4.8662 -3.6466 8.4367
F -6.2027 -2.7501 6.2130
O 2.0974 3.6281 -4.5151
O 4.3253 3.2079 -4.3516
O 3.5977 1.0318 -5.7170
O 1.8377 0.9855 0.6705
O 1.6132 0.0893 -5.1848
C 3.0405 0.5607 -0.0347
C 1.9012 4.0340 -5.8809
C -2.1845 1.0880 1.4383
C -3.6499 -2.9841 1.3537
C 0.9944 1.6943 -0.2520
C 3.2497 1.5470 -1.2367
C 3.7476 1.0006 -2.5758
C 2.5751 0.7758 -4.8849
C -1.9533 0.9101 2.8417
C 1.8227 2.1349 -1.4599
C -1.7538 -2.1888 0.2925
C 3.5762 0.2402 -6.8991
C -4.1733 -3.2762 7.3442
C 2.7175 1.5359 -3.5897
C -2.8822 -1.4544 -0.2164
C -4.1429 -2.4453 5.0830
C 2.8434 -0.8985 -0.4576
C 3.1708 2.8787 -4.1713
C -3.2030 0.5856 3.4598
C -4.2183 0.5987 2.4554
C -2.0816 -2.9656 6.2061
C 1.3853 1.6328 -2.8279
C -2.7780 -3.3658 7.3384
C -3.6026 0.9408 1.2093
C 4.2201 0.6609 0.9242
C -4.0651 -1.9435 0.4638
C -4.8542 -2.8193 6.2136
C -2.7395 -2.4690 5.0597
C -2.2472 -3.1710 1.2069
H 0.9579 0.6209 -2.7627
H 4.5023 0.4900 -7.4124
H 0.1629 1.0148 -0.5252
H -5.0812 -1.5922 0.3127
H 4.0628 0.0124 1.7918
H 0.5783 2.5676 0.2783
H 2.5335 3.4684 -6.5743
H -4.2972 -3.5379 2.0236
H -0.7148 -2.0121 0.0243
H 3.9045 2.3679 -0.9013
H 5.1433 0.3504 0.4192
H 0.6754 2.2993 -3.3350
H 4.3449 1.6937 1.2697
H 4.7461 1.3639 -2.8342
H -0.9870 0.9718 3.3309
H -2.8505 -0.6905 -0.9885
H -1.6461 -3.9142 1.7173
H 3.7735 -1.3266 -0.8509
H 1.8728 3.2352 -1.5062
H 2.0492 -0.9998 -1.2084
H -3.3545 0.3703 4.5093
H -5.2715 0.3761 2.5996
H 3.5381 -0.8297 -6.6573
H 0.8481 3.8414 -6.0959
H -4.1121 1.0657 0.2580
H 2.1167 5.1007 -5.9519
H 2.7089 0.4966 -7.5198
H 3.7388 -0.0943 -2.6085
H -1.4334 1.3031 0.6843
H 2.5477 -1.4838 0.4235
```

E_tot: -2500.8545 Eh
spin multiplicity: 5
largest force on an atom: 3.8 eV/Å
orbital gap (alpha / beta): 2.23 / 6.46 eV
HOMO (alpha / beta): 0.0660 / -0.0910 hartree
energy relative to the best compared isomer or geometry (same formula, charge and spin): 0.000 eV
charge: -2

Taken from the Mulliken analysis, the atomic charges in e are:
1 Ir 0.495
2 S -0.579
3 F -0.358
4 F -0.325
5 F -0.316
6 F -0.338
7 F -0.323
8 O -0.234
9 O -0.795
10 O -0.121
11 O -0.517
12 O -0.674
13 C 1.847
14 C -0.977
15 C 0.273
16 C -0.501
17 C -0.903
18 C -0.046
19 C -1.544
20 C -0.824
21 C -0.827
22 C 0.688
23 C -0.410
24 C -1.028
25 C 0.591
26 C 3.316
27 C -0.522
28 C -0.317
29 C -2.028
30 C -0.304
31 C -0.393
32 C -0.615
33 C -0.022
34 C -1.911
35 C 0.229
36 C -0.938
37 C -1.883
38 C -0.794
39 C -0.119
40 C 0.931
41 C -0.564
42 H 0.317
43 H 0.296
44 H -0.027
45 H 0.484
46 H 0.414
47 H 0.327
48 H 0.253
49 H 0.521
50 H 0.393
51 H 0.446
52 H 0.336
53 H 0.581
54 H 0.425
55 H 0.298
56 H 0.474
57 H 0.650
58 H 0.484
59 H 0.436
60 H 0.544
61 H 0.289
62 H 0.604
63 H 0.370
64 H 0.310
65 H 0.321
66 H 0.554
67 H 0.257
68 H 0.288
69 H 0.290
70 H 0.287
71 H 0.456